# C2H7N

A cluster of 2 separate species, C2H7N in total at a distorted geometry (ωB97M-V/def2-TZVPD, OMol25).

Geometry (Å):
1 C -2.24 -0.16 0.20
2 N -0.96 -0.04 -0.08
3 C 2.06 0.00 0.01
4 H -2.62 -1.12 0.64
5 H -2.92 0.69 0.16
6 H -1.40 0.57 -0.88
7 H 1.15 -0.58 0.16
8 H 1.79 1.06 -0.02
9 H 2.74 -0.23 0.82
10 H 2.40 -0.18 -1.01

## Properties
DFT total energy in eV: -3664.75726
2S+1: 2
Net charge: +1
Relative energy (zero: lowest compared OMol25 entry of this formula, charge and spin) in kJ/mol: 337.1
Lowest unoccupied orbital energy (spin up / spin down) in eV: -7.21 / -10.46
Orbital gap (spin up / spin down) in eV: 9.42 / 6.07
⟨S²⟩: 0.756

# C8H12N2

An isolated molecule of C8H12N2 at a distorted geometry (ωB97M-V/def2-TZVPD, OMol25).

Geometry (Å):
1 C -1.59 -0.03 -1.17
2 C -0.58 0.50 -0.15
3 C -0.13 1.91 -0.56
4 C -1.44 0.65 1.05
5 N -2.05 0.85 2.00
6 C 0.53 -0.53 0.11
7 C 1.84 0.13 0.53
8 C 0.27 -1.55 1.21
9 C 0.75 -1.37 -1.08
10 N 0.94 -1.97 -2.03
11 H -2.47 0.68 -1.18
12 H -1.19 -0.29 -2.14
13 H -2.06 -0.92 -0.76
14 H -1.04 2.55 -0.77
15 H 0.44 2.37 0.24
16 H 0.45 1.85 -1.50
17 H 2.31 0.83 -0.22
18 H 2.63 -0.67 0.40
19 H 1.78 0.57 1.49
20 H -0.34 -2.34 0.93
21 H 1.20 -2.06 1.50
22 H -0.23 -1.18 2.08

## Properties
DFT total energy in eV: -11469.70773
2S+1: 1
Relative energy (zero: lowest compared OMol25 entry of this formula, charge and spin) in kJ/mol: 147.6
Lowest unoccupied orbital energy in eV: 0.66
Orbital gap in eV: 12.34
Structure (SMILES): CC(C)(C#N)C(C)(C)C#N

# C20H22N2O2

An isolated molecule of C20H22N2O2 at a distorted geometry (ωB97M-V/def2-TZVPD, OMol25).

Geometry (Å):
1 C 0.97 4.42 1.74
2 C 0.13 3.42 1.34
3 C 0.66 2.03 0.95
4 C 1.09 2.10 -0.51
5 C 1.82 1.50 1.83
6 C 1.57 0.00 1.81
7 C 2.70 -0.98 2.08
8 O 3.41 -1.56 0.99
9 C 2.69 -2.50 1.74
10 C 1.51 -3.23 1.03
11 C 3.45 -3.34 2.73
12 N 0.37 -0.31 1.41
13 C -0.39 0.95 1.23
14 C -1.55 0.87 0.24
15 O -2.58 1.49 0.57
16 C -1.62 0.06 -1.01
17 C -0.59 -0.66 -1.56
18 N -0.97 -1.18 -2.79
19 C -2.27 -0.85 -3.05
20 C -3.09 -1.18 -4.11
21 C -4.42 -0.69 -4.16
22 C -4.90 0.08 -3.08
23 C -4.07 0.36 -1.99
24 C -2.76 -0.14 -1.98
25 H 0.58 5.40 1.87
26 H 2.02 4.23 1.76
27 H -0.94 3.57 1.29
28 H 1.58 1.19 -0.90
29 H 0.26 2.34 -1.18
30 H 1.86 2.88 -0.61
31 H 1.69 1.83 2.86
32 H 2.83 1.81 1.43
33 H 3.28 -0.68 2.95
34 H 0.65 -3.22 1.71
35 H 1.24 -2.75 0.08
36 H 1.78 -4.29 0.86
37 H 3.30 -4.40 2.57
38 H 3.14 -3.07 3.79
39 H 4.52 -3.12 2.68
40 H -0.89 1.21 2.19
41 H 0.42 -0.79 -1.15
42 H -0.37 -1.64 -3.47
43 H -2.73 -1.75 -4.95
44 H -5.08 -0.90 -4.96
45 H -5.87 0.52 -3.13
46 H -4.42 0.99 -1.16

## Properties
DFT total energy in eV: -28169.97125
2S+1: 1
Relative energy (zero: lowest compared OMol25 entry of this formula, charge and spin) in kJ/mol: 402.4
Lowest unoccupied orbital energy in eV: 0.64
Orbital gap in eV: 8.84
Structure (SMILES): C=C[C@@]1(C)CC([C@@H]2OC2(C)C)=N[C@@H]1C(=O)c1c[nH]c2ccccc12

# C7H4Br2CoF15O15S5

A structure of composition C7H4Br2CoF15O15S5 at a distorted geometry (ωB97M-V/def2-TZVPD, OMol25).

Geometry (Å):
1 Co -0.31 -0.22 0.00
2 C 4.97 -5.13 -0.48
3 F 4.10 -5.90 -0.99
4 F 5.08 -5.29 0.79
5 F 6.26 -5.38 -0.90
6 S 4.32 -3.33 -0.85
7 O 2.81 -3.36 -0.79
8 O 4.82 -2.36 0.09
9 O 4.86 -3.01 -2.22
10 C 0.78 -5.14 4.46
11 F -0.35 -5.45 5.18
12 F 1.84 -5.80 4.91
13 F 0.65 -5.32 3.17
14 S 1.23 -3.28 4.66
15 O 0.71 -2.89 5.98
16 O 2.67 -3.15 4.59
17 O 0.50 -2.66 3.57
18 C 1.95 3.82 -5.24
19 F 0.84 4.31 -4.93
20 F 1.76 2.76 -5.97
21 F 2.78 4.66 -5.76
22 S 2.81 3.27 -3.56
23 O 1.83 2.38 -2.89
24 O 4.06 2.58 -3.84
25 O 3.10 4.53 -2.80
26 C 0.43 3.82 5.54
27 F 0.09 5.10 5.52
28 F 1.17 3.53 6.59
29 F -0.60 3.10 5.33
30 S 1.49 3.47 4.00
31 O 0.62 2.90 2.92
32 O 2.10 4.79 3.68
33 O 2.46 2.41 4.43
34 C -3.73 -3.50 -4.28
35 F -4.81 -3.90 -4.99
36 F -4.18 -3.62 -2.96
37 F -2.65 -4.39 -4.32
38 S -3.06 -1.77 -4.63
39 O -4.16 -0.94 -5.08
40 O -2.58 -1.42 -3.27
41 O -1.84 -1.88 -5.52
42 Br -4.91 2.19 1.12
43 C -5.96 3.30 -0.18
44 C -5.62 4.67 0.38
45 Br -3.81 5.16 -0.39
46 H -7.01 3.01 -0.20
47 H -5.53 3.22 -1.18
48 H -5.69 4.77 1.47
49 H -6.30 5.33 -0.16

## Properties
DFT total energy in eV: -310679.46679
2S+1: 4
Net charge: -3
Relative energy (zero: lowest compared OMol25 entry of this formula, charge and spin) in kJ/mol: 1176.8
Lowest unoccupied orbital energy (spin up / spin down) in eV: 2.96 / 0.06
Orbital gap (spin up / spin down) in eV: 5.08 / 2.18
⟨S²⟩: 3.772

# C6H9DyO4

A structure of composition C6H9DyO4 at a distorted geometry (ωB97M-V/def2-TZVPD, OMol25).

Geometry (Å):
1 O 1.10 0.49 -0.09
2 C -0.05 1.27 0.09
3 C -0.32 2.31 -0.69
4 H -0.69 0.90 0.89
5 H -1.25 2.86 -0.53
6 H 0.35 2.63 -1.49
7 O 0.79 0.55 6.28
8 C 1.24 1.11 5.18
9 O 0.36 1.55 4.39
10 Dy 2.25 2.18 3.02
11 O 2.78 1.65 0.82
12 C 2.27 1.06 -0.12
13 H 2.74 1.00 -1.11
14 C 1.71 0.35 7.36
15 H 1.55 -0.67 7.72
16 H 2.73 0.43 6.97
17 C 1.46 1.36 8.46
18 H 1.64 2.38 8.10
19 H 0.43 1.29 8.82
20 H 2.14 1.16 9.30

## Properties
DFT total energy in eV: -38621.70915
2S+1: 6
Net charge: +2
Relative energy (zero: lowest compared OMol25 entry of this formula, charge and spin) in kJ/mol: 58.6
Lowest unoccupied orbital energy (spin up / spin down) in eV: -11.06 / -8.78
Orbital gap (spin up / spin down) in eV: 6.09 / 8.39
⟨S²⟩: 9.694

# C4H8O3

An isolated molecule of C4H8O3 at a distorted geometry (ωB97M-V/def2-TZVPD, OMol25).

Geometry (Å):
1 O -2.31 0.29 0.21
2 C -1.33 -0.73 0.19
3 C 0.03 -0.19 -0.26
4 C 1.28 -0.24 0.67
5 O 2.47 -0.63 0.07
6 C 0.13 1.24 -0.61
7 O -0.07 0.28 -1.61
8 H -2.37 0.61 -0.70
9 H -1.27 -1.12 1.21
10 H -1.69 -1.56 -0.44
11 H 1.50 0.74 1.12
12 H 0.92 -0.85 1.50
13 H 2.22 -1.35 -0.52
14 H 1.14 1.66 -0.69
15 H -0.64 1.83 -0.14

## Properties
DFT total energy in eV: -10416.73400
2S+1: 1
Relative energy (zero: lowest compared OMol25 entry of this formula, charge and spin) in kJ/mol: 411.9
Lowest unoccupied orbital energy in eV: 0.78
Orbital gap in eV: 10.32
Structure (SMILES): OCC1(CO)CO1